Entry 1:
{"formula": "C15H23F5NOsP", "method": "wB97M-V/def2-TZVPD", "homo_lumo_gap_ev": [7.697, 5.649], "multiplicity": 5, "homo_energy_ev": [-15.08, -15.92], "e_tot_ha": -1570.594279, "charge": 2, "s_squared": 6.021, "elements": ["C", "C", "C", "C", "C", "C", "C", "C", "N", "Os", "C", "P", "H", "H", "H", "H", "H", "H", "H", "H", "C", "C", "H", "C", "C", "H", "H", "H", "H", "H", "H", "H", "H", "H", "H", "H", "H", "H", "H", "F", "C", "F", "C", "F", "F", "F"], "positions_angstrom": [[3.14468, -1.08782, -1.67410], [3.03467, -0.11942, -0.67871], [1.83741, 0.11094, 0.01743], [0.73234, -0.76737, -0.29282], [0.80762, -1.61536, -1.44018], [2.02787, -1.81222, -2.08881], [1.96888, 1.11426, 1.16117], [1.67917, 2.66922, 1.12951], [0.57877, 3.30620, 0.42501], [-0.86250, -1.47054, 0.75260], [-0.43535, -2.30491, -1.93407], [-1.86433, -1.35728, -1.21903], [3.93570, 0.44845, -0.42037], [2.10678, -2.51621, -2.92751], [4.09267, -1.24695, -2.19118], [-0.53202, -3.37444, -1.67330], [-0.55579, -2.20867, -3.02064], [1.42665, 0.70403, 2.02797], [3.06402, 1.13010, 1.41188], [1.50122, 2.97428, 2.17563], [-3.43025, -2.20319, -1.51993], [-1.83066, 0.09213, -2.35305], [2.57130, 3.19271, 0.73915], [0.46146, 3.02132, -0.98315], [-0.68418, 3.28949, 1.12761], [-2.55285, -1.42646, 0.91368], [0.72585, 3.92286, -1.56336], [1.13783, 2.20412, -1.27578], [-0.58578, 2.76905, -1.23340], [-1.11327, 4.30635, 1.15641], [-1.41910, 2.65195, 0.59763], [-0.53884, 2.92912, 2.15267], [-2.12720, -0.19737, -3.36667], [-2.51370, 0.84674, -1.95590], [-0.82620, 0.52114, -2.40309], [-3.41880, -2.72868, -2.48628], [-3.57715, -2.90947, -0.69064], [-4.24462, -1.46224, -1.48847], [-2.25003, -0.54667, 0.86672], [-1.99330, -1.07913, 3.45931], [-0.78101, -1.01535, 2.76445], [-0.23421, 0.26588, 3.12707], [0.16621, -2.02410, 3.52279], [0.14149, -1.73804, 4.85240], [-0.24172, -3.31843, 3.38022], [1.47028, -1.94003, 3.11914]]}

---

Entry 2:
{"formula": "C15H23FeN5", "method": "wB97M-V/def2-TZVPD", "homo_lumo_gap_ev": [7.761, 8.270], "multiplicity": 2, "homo_energy_ev": [-20.14, -20.15], "e_tot_ha": -2121.867901, "charge": 3, "s_squared": 0.790, "elements": ["Fe", "C", "C", "N", "C", "C", "N", "C", "C", "N", "C", "C", "N", "C", "C", "C", "C", "C", "C", "C", "N", "H", "H", "H", "H", "H", "H", "H", "H", "H", "H", "H", "H", "H", "H", "H", "H", "H", "H", "H", "H", "H", "H", "H"], "positions_angstrom": [[0.31046, -0.20097, 0.07402], [0.64194, 4.00894, -0.32136], [0.19710, 2.62314, -0.03606], [0.97823, 1.62861, 0.21835], [2.44696, 1.72780, 0.25904], [2.87048, 0.65543, 1.23322], [2.04347, -0.58999, 1.02092], [2.77721, -1.68763, 0.31742], [2.44363, -1.57306, -1.14003], [0.95619, -1.54159, -1.23315], [0.34010, -2.90595, -1.05267], [-0.54245, -2.89060, 0.18204], [-1.08221, -1.52996, 0.19005], [-2.32928, -1.21374, 0.19179], [-3.44561, -2.19472, 0.25630], [-2.50952, 0.25650, 0.10691], [-3.68165, 0.98417, 0.16140], [-3.59518, 2.37603, 0.13001], [-2.34941, 2.99878, 0.04909], [-1.22542, 2.20169, -0.00930], [-1.31741, 0.86426, 0.01209], [1.51307, 4.00459, -0.97721], [0.93484, 4.50857, 0.60937], [-0.14743, 4.59528, -0.78504], [2.80390, 2.70088, 0.59836], [2.84266, 1.57264, -0.74849], [2.70396, 0.98157, 2.25902], [3.93181, 0.43316, 1.13154], [1.76897, -0.93630, 1.93896], [2.45812, -2.64046, 0.74281], [3.85480, -1.62350, 0.46979], [2.87297, -2.39546, -1.71664], [2.82428, -0.64925, -1.57971], [0.71199, -1.20624, -2.16422], [1.10837, -3.67496, -0.98002], [-0.24423, -3.12046, -1.94665], [0.02090, -3.03709, 1.10672], [-1.29419, -3.67795, 0.14199], [-3.42820, -2.72080, 1.21448], [-3.33792, -2.94298, -0.53179], [-4.41427, -1.71775, 0.14453], [-4.64501, 0.49795, 0.23315], [-4.49693, 2.97355, 0.17900], [-2.27010, 4.07785, 0.04998]]}

---

Entry 3:
{"formula": "C15H23IrN5O2S2", "method": "wB97M-V/def2-TZVPD", "homo_lumo_gap_ev": [9.231, 6.485], "multiplicity": 2, "homo_energy_ev": [-15.17, -15.17], "e_tot_ha": -1909.870793, "charge": 2, "s_squared": 0.766, "elements": ["Ir", "N", "C", "C", "C", "C", "N", "H", "H", "H", "H", "H", "H", "H", "H", "H", "H", "H", "H", "C", "C", "N", "C", "C", "S", "C", "C", "S", "C", "N", "C", "H", "H", "H", "H", "H", "H", "H", "H", "O", "C", "N", "C", "C", "O", "H", "H", "H"], "positions_angstrom": [[-0.05953, -0.03755, -0.00792], [0.02644, 2.04641, 0.33344], [-0.65804, 2.70217, 1.50101], [-2.01945, 3.25918, 1.13235], [-2.91200, 2.21475, 0.45901], [-2.91783, 0.89784, 1.22564], [-2.09532, -0.16436, 0.55217], [1.01006, 2.23985, 0.47061], [-0.24166, 2.52732, -0.52474], [-0.00661, 3.49249, 1.87293], [-0.71543, 1.94971, 2.28328], [-1.91899, 4.13439, 0.48733], [-2.47579, 3.60997, 2.06003], [-2.54770, 2.02543, -0.55420], [-3.92278, 2.59816, 0.33745], [-3.92110, 0.49010, 1.34475], [-2.50465, 1.01209, 2.22567], [-2.59817, -0.43228, -0.29027], [-2.11217, -0.96027, 1.18407], [-2.08782, -3.40290, -0.12267], [-0.59994, -3.24014, -0.17944], [0.14982, -2.14757, -0.24679], [1.49611, -2.48679, -0.37330], [1.75282, -3.81392, -0.39217], [0.30324, -4.67945, -0.24383], [2.47456, -1.41237, -0.43973], [3.82135, -1.53288, -0.52249], [4.53124, 0.00612, -0.52861], [3.01663, 0.75455, -0.40873], [2.00984, -0.10693, -0.38314], [2.97483, 2.25004, -0.37202], [-2.63803, -2.47856, -0.20091], [-2.37681, -3.89992, 0.80422], [-2.41487, -4.03538, -0.94812], [2.70549, -4.31069, -0.47382], [4.41178, -2.43265, -0.57361], [3.95240, 2.65011, -0.63446], [2.75648, 2.61702, 0.63441], [2.26296, 2.65504, -1.09240], [1.88375, -1.17087, 3.51913], [1.14643, -0.74813, 2.71846], [0.34574, -0.30504, 1.93573], [0.38809, -0.70970, -3.12840], [-0.32554, 0.04580, -2.05214], [-1.09877, 0.94408, -2.23867], [-0.12033, -0.56795, -4.07988], [0.47757, -1.76503, -2.88445], [1.39171, -0.28129, -3.18479]]}

---

Entry 4:
{"formula": "C15H23N3O4", "method": "wB97M-V/def2-TZVPD", "smiles": "NCCCC[C@H](NC(=O)[C@@H](N)Cc1ccc(O)cc1)C(=O)O", "homo_lumo_gap_ev": 9.119, "homo_energy_ev": -8.50, "e_tot_ha": -1050.528130, "charge": 0, "elements": ["N", "C", "C", "C", "C", "C", "N", "C", "O", "C", "N", "C", "C", "C", "C", "C", "O", "C", "C", "C", "O", "O", "H", "H", "H", "H", "H", "H", "H", "H", "H", "H", "H", "H", "H", "H", "H", "H", "H", "H", "H", "H", "H", "H", "H"], "positions_angstrom": [[-1.30892, 4.47202, 1.20234], [-1.37073, 3.04738, 0.72965], [-1.36348, 2.91310, -0.86889], [-1.08457, 1.44810, -1.31046], [-2.30098, 0.55232, -1.44064], [-2.33835, -0.73576, -0.59591], [-1.54155, -1.81916, -0.99067], [-0.79477, -2.51641, -0.04901], [-0.83508, -3.70357, 0.07578], [-0.17316, -1.45784, 1.06815], [-1.10166, -1.21891, 2.13070], [1.31883, -1.93552, 1.31042], [2.41239, -1.27905, 0.59598], [2.99035, -1.70797, -0.64275], [4.05831, -1.19584, -1.20054], [4.76626, -0.12325, -0.64177], [5.92050, 0.40708, -1.14230], [4.26429, 0.26023, 0.54876], [3.23425, -0.26778, 1.22960], [-3.73915, -1.22161, -0.49653], [-4.45803, -1.43133, -1.46391], [-4.04990, -1.72421, 0.67176], [-0.66089, 5.10007, 0.62678], [-2.20421, 4.92650, 1.05562], [-2.27614, 2.62388, 1.22536], [-0.48397, 2.57505, 1.07815], [-0.53077, 3.61800, -1.20115], [-2.29507, 3.24480, -1.41358], [-0.48055, 0.98774, -0.53131], [-0.41560, 1.41593, -2.15000], [-2.54927, 0.23538, -2.46295], [-3.14843, 1.10542, -0.97679], [-1.95576, -0.36035, 0.35166], [-2.00661, -2.40699, -1.72268], [-0.13233, -0.51197, 0.55959], [-0.67851, -1.71185, 2.90807], [-1.98912, -1.66585, 1.95965], [1.54250, -1.95798, 2.45901], [1.31663, -2.99395, 0.96185], [2.69363, -2.68082, -1.12566], [4.60978, -1.59861, -2.05982], [6.04435, 0.22747, -2.09831], [4.82306, 1.01688, 1.14611], [3.02192, 0.34165, 2.20805], [-4.74951, -2.29238, 0.48261]]}

---

Entry 5:
{"formula": "C15H23N4O3V", "method": "wB97M-V/def2-TZVPD", "homo_lumo_gap_ev": [5.089, 6.698], "multiplicity": 4, "homo_energy_ev": [-2.22, -3.86], "e_tot_ha": -1974.005476, "charge": -1, "s_squared": 4.053, "elements": ["V", "C", "C", "N", "O", "C", "C", "N", "O", "H", "H", "H", "H", "H", "H", "H", "C", "C", "C", "C", "C", "H", "H", "H", "H", "H", "H", "H", "H", "H", "H", "N", "C", "O", "C", "C", "C", "C", "N", "C", "H", "H", "H", "H", "H", "H"], "positions_angstrom": [[-0.60156, 0.32779, 0.02153], [3.03998, -1.67645, 0.74530], [1.70382, -1.02263, 0.83146], [0.95104, -0.79261, -0.25328], [1.52872, -1.27418, -1.44966], [1.15405, -0.55389, 2.05861], [1.86572, -0.55245, 3.36485], [-0.06371, 0.00734, 1.90482], [-0.67410, 0.56436, 2.87611], [3.11977, -2.30590, -0.13708], [3.22002, -2.28469, 1.63281], [3.84530, -0.93493, 0.69553], [0.82016, -1.09884, -2.08254], [2.78981, 0.03364, 3.34294], [2.13253, -1.55947, 3.70192], [1.20051, -0.10963, 4.10546], [-2.19170, -3.01971, 0.94958], [-2.47705, -2.22196, -0.33029], [-3.96570, -2.33963, -0.66456], [-1.64965, -2.83744, -1.45761], [-2.09226, -0.76485, -0.11406], [-2.45905, -4.07819, 0.82863], [-2.75210, -2.61653, 1.79678], [-1.13203, -2.95748, 1.20951], [-4.26406, -3.38130, -0.83689], [-4.21131, -1.76166, -1.56017], [-4.56801, -1.94470, 0.15819], [-1.95036, -3.87617, -1.64072], [-0.58605, -2.83833, -1.20250], [-1.77349, -2.27883, -2.39001], [-2.95690, -0.11953, 0.13730], [3.56372, 3.12201, -1.21098], [2.52600, 4.04639, -1.13172], [2.78245, 5.23551, -1.00007], [1.14399, 3.53881, -1.15343], [0.04271, 4.42676, -0.83393], [-1.22837, 3.90739, -0.84199], [-1.47418, 2.56913, -1.14384], [-0.39380, 1.71142, -1.49233], [0.85118, 2.24071, -1.47080], [4.43967, 3.54712, -0.94675], [3.40530, 2.21845, -0.79338], [0.24088, 5.45947, -0.59003], [-2.07507, 4.54355, -0.60795], [-2.46266, 2.16167, -1.28642], [1.63583, 1.54047, -1.73832]]}